(1)
Here is a structure of composition C9H19N5O3 at a distorted geometry from OMol25. Energies are from wB97M-V/def2-TZVPD.

Geometry as XYZ:
```
36
Properties=species:S:1:pos:R:3
C 2.483 0.458 -3.132
C 2.398 -0.051 -1.660
C 2.575 1.974 -3.223
C 0.435 -0.659 -0.322
C -0.886 -1.026 -1.101
C 0.259 -0.259 1.131
C -0.626 1.079 1.222
C -1.479 1.187 2.484
C -2.200 -0.977 3.033
H 1.709 -0.968 -4.578
H 0.329 -0.206 -3.450
H 3.518 -0.264 -3.574
H 2.326 2.403 -4.432
H 1.538 2.116 -2.302
H 3.663 2.453 -2.800
H 0.592 0.956 -1.347
H 1.165 -1.484 -0.568
H 1.277 -0.023 1.476
H 0.039 -1.025 1.794
H -1.383 1.116 0.399
H 0.197 1.946 0.934
H -2.004 2.141 2.396
H -1.081 1.003 3.488
H -3.113 -0.113 1.761
H -3.202 -2.111 1.951
H -1.236 -0.055 4.814
H -1.490 -1.828 4.816
H -2.020 -1.491 0.535
N 1.322 -0.116 -3.955
N 1.209 0.342 -0.946
N -2.532 0.220 2.511
N -2.574 -2.191 2.714
N -1.436 -0.898 4.174
O 3.053 -0.966 -1.365
O -0.866 -0.954 -2.351
O -1.958 -1.729 -0.526
```

## Properties
E_tot   -23228.33001 eV
Lowest unoccupied orbital energy   0.4 eV
HOMO   -8.67 eV
F_max   0.103 hartree/bohr
Relative energy (zero: lowest compared OMol25 entry of this formula, charge and spin)   175.7 kcal/mol



(2)
Here is a structure of composition C40H28I2N5O7Ta from OMol25. Energies are from wB97M-V/def2-TZVPD.

Geometry as XYZ:
```
83
Properties=species:S:1:pos:R:3
Ta -0.037 0.752 -0.264
C -1.469 -0.387 3.959
O -2.653 -0.178 3.105
C -2.172 0.077 1.912
N -0.919 -0.038 1.708
C -0.312 -0.574 2.959
C 0.994 0.087 3.319
C 2.168 -0.653 3.249
C 3.393 -0.058 3.525
C 3.446 1.285 3.865
C 2.273 2.028 3.948
C 1.052 1.430 3.684
C -3.044 0.387 0.762
C -4.424 0.442 0.754
C -5.062 0.523 -0.480
C -4.317 0.457 -1.654
C -2.943 0.399 -1.542
N -2.322 0.437 -0.360
C -1.973 0.071 -2.605
N -0.749 -0.067 -2.273
C -0.044 -0.699 -3.426
C -1.089 -0.531 -4.544
O -2.340 -0.229 -3.825
C 1.327 -0.133 -3.689
C 1.498 1.145 -4.221
C 2.769 1.661 -4.408
C 3.885 0.897 -4.078
C 3.723 -0.384 -3.575
C 2.445 -0.895 -3.379
H -1.662 -1.256 4.579
H -1.361 0.504 4.575
H -0.128 -1.636 2.775
H 2.126 -1.707 2.992
H 4.300 -0.648 3.490
H 4.396 1.751 4.090
H 2.310 3.071 4.233
H 0.147 2.024 3.753
H -4.976 0.391 1.682
H -6.141 0.577 -0.527
H -4.786 0.420 -2.627
H 0.060 -1.754 -3.156
H -1.256 -1.429 -5.129
H -0.887 0.314 -5.199
H 0.641 1.750 -4.493
H 2.891 2.653 -4.823
H 4.878 1.293 -4.244
H 4.587 -0.997 -3.355
H 2.320 -1.907 -3.005
I 0.892 -4.382 -0.047
C 2.246 -2.823 0.014
C 3.638 -3.071 0.146
C 4.553 -2.055 0.183
I 6.572 -2.515 0.379
C 4.120 -0.699 0.091
C 4.932 0.449 0.110
C 4.360 1.695 0.018
C 2.975 1.822 -0.090
N 2.175 0.757 -0.114
C 2.743 -0.480 -0.028
C 1.816 -1.532 -0.072
O 0.547 -1.115 -0.215
H 3.971 -4.098 0.218
H 6.006 0.342 0.199
H 4.964 2.590 0.031
H 2.498 2.792 -0.135
O 1.028 4.221 -2.531
C 0.600 3.259 -2.052
N 0.164 2.246 -1.553
O 0.320 6.340 1.766
C -0.657 5.607 2.295
C -1.553 6.260 3.152
C -2.581 5.565 3.738
C -2.763 4.196 3.494
C -1.893 3.551 2.655
C -0.827 4.231 2.040
C 0.112 3.549 1.163
O 1.060 4.081 0.615
O -0.093 2.218 0.999
H 0.873 5.778 1.193
H -1.404 7.315 3.334
H -3.262 6.085 4.400
H -3.577 3.662 3.966
H -2.009 2.495 2.460
```

## Properties
E_tot   -81463.36719 eV
Lowest unoccupied orbital energy   -7.2 eV
Charge   +2
HOMO   -13.24 eV
F_max   0.010 hartree/bohr
Relative energy (zero: lowest compared OMol25 entry of this formula, charge and spin)   0.0 kcal/mol



- What is the HOMO in the second record?
  -13.24 eV



Copy entry 1 word for word.
Here is a structure of composition C9H19N5O3 at a distorted geometry from OMol25. Energies are from wB97M-V/def2-TZVPD.

Geometry as XYZ:
```
36
Properties=species:S:1:pos:R:3
C 2.483 0.458 -3.132
C 2.398 -0.051 -1.660
C 2.575 1.974 -3.223
C 0.435 -0.659 -0.322
C -0.886 -1.026 -1.101
C 0.259 -0.259 1.131
C -0.626 1.079 1.222
C -1.479 1.187 2.484
C -2.200 -0.977 3.033
H 1.709 -0.968 -4.578
H 0.329 -0.206 -3.450
H 3.518 -0.264 -3.574
H 2.326 2.403 -4.432
H 1.538 2.116 -2.302
H 3.663 2.453 -2.800
H 0.592 0.956 -1.347
H 1.165 -1.484 -0.568
H 1.277 -0.023 1.476
H 0.039 -1.025 1.794
H -1.383 1.116 0.399
H 0.197 1.946 0.934
H -2.004 2.141 2.396
H -1.081 1.003 3.488
H -3.113 -0.113 1.761
H -3.202 -2.111 1.951
H -1.236 -0.055 4.814
H -1.490 -1.828 4.816
H -2.020 -1.491 0.535
N 1.322 -0.116 -3.955
N 1.209 0.342 -0.946
N -2.532 0.220 2.511
N -2.574 -2.191 2.714
N -1.436 -0.898 4.174
O 3.053 -0.966 -1.365
O -0.866 -0.954 -2.351
O -1.958 -1.729 -0.526
```

## Properties
E_tot   -23228.33001 eV
Lowest unoccupied orbital energy   0.4 eV
HOMO   -8.67 eV
F_max   0.103 hartree/bohr
Relative energy (zero: lowest compared OMol25 entry of this formula, charge and spin)   175.7 kcal/mol



- Which formula does entry 1 have?
  C9H19N5O3



- What is the F_max in the second record?
  0.010 hartree/bohr